{
  "formula": "C66H51F9O37S",
  "method": "ωB97M-V with the def2-TZVPD basis set",
  "gap_ha": 0.2618,
  "total_energy_ha": -6626.3192,
  "e_lumo_ev": -1.8849,
  "elements": ["C", "C", "C", "C", "O", "S", "O", "O", "O", "C", "C", "C", "C", "F", "F", "C", "F", "F", "C", "F", "F", "C", "F", "F", "F", "O", "C", "C", "C", "C", "C", "C", "C", "H", "H", "H", "H", "H", "H", "H", "H", "H", "H", "H", "H", "H", "H", "H", "H", "H", "H", "H", "C", "C", "C", "O", "C", "C", "C", "O", "O", "O", "H", "H", "H", "H", "C", "C", "C", "O", "C", "C", "C", "O", "O", "O", "H", "H", "H", "H", "C", "C", "C", "O", "C", "C", "C", "O", "O", "O", "H", "H", "H", "H", "C", "C", "C", "O", "C", "C", "C", "O", "O", "O", "H", "H", "H", "H", "C", "C", "C", "O", "C", "C", "C", "O", "O", "O", "H", "H", "H", "H", "C", "C", "C", "O", "C", "C", "C", "O", "O", "O", "H", "H", "H", "H", "C", "C", "C", "O", "C", "C", "C", "O", "O", "O", "H", "H", "H", "H", "C", "C", "C", "O", "C", "C", "C", "O", "O", "O", "H", "H", "H", "H"],
  "coordinates": [[6.082, -0.016, -2.054], [6.564, -1.339, -2.765], [5.731, -1.484, -4.123], [4.194, -1.747, -3.890], [3.754, -2.022, -2.504], [2.247, -1.356, -2.486], [2.314, -0.212, -1.600], [1.226, -2.362, -2.194], [1.836, -0.818, -3.994], [3.107, -0.934, -4.730], [3.546, 0.295, -5.599], [4.000, 1.571, -4.789], [2.846, 2.562, -4.446], [1.798, 2.005, -3.736], [2.314, 2.989, -5.679], [3.295, 3.863, -3.663], [2.344, 4.856, -3.891], [4.468, 4.340, -4.231], [3.545, 3.656, -2.113], [3.778, 2.357, -1.744], [4.706, 4.358, -1.790], [2.410, 4.220, -1.170], [2.773, 3.871, 0.123], [2.288, 5.570, -1.184], [1.192, 3.625, -1.373], [7.933, -1.347, -3.164], [8.820, -0.863, -2.144], [9.281, 0.577, -2.542], [9.422, 1.717, -1.641], [9.830, 3.032, -2.187], [10.089, 3.228, -3.627], [9.970, 2.081, -4.541], [9.570, 0.795, -3.982], [6.431, -0.068, -0.980], [4.970, 0.108, -2.007], [6.485, 0.922, -2.541], [6.273, -2.227, -2.122], [5.970, -0.603, -4.770], [6.166, -2.397, -4.626], [4.072, -2.778, -4.339], [2.804, -1.674, -5.531], [4.443, -0.052, -6.193], [2.787, 0.602, -6.368], [4.481, 1.245, -3.831], [4.785, 2.150, -5.357], [8.434, -0.958, -1.098], [9.742, -1.518, -2.196], [9.216, 1.591, -0.529], [9.964, 3.940, -1.551], [10.367, 4.210, -4.070], [10.132, 2.135, -5.647], [9.472, -0.071, -4.688], [9.406, 2.860, 4.800], [9.069, 3.209, 3.555], [9.490, 2.389, 2.375], [9.146, 2.729, 1.251], [10.307, 1.205, 2.618], [10.647, 0.859, 3.864], [10.205, 1.661, 5.045], [10.522, 1.300, 6.163], [11.401, -0.226, 4.111], [8.335, 4.312, 3.309], [9.107, 3.442, 5.662], [10.619, 0.632, 1.756], [11.504, -0.258, 5.082], [8.223, 4.348, 2.340], [-4.328, -3.173, -5.229], [-3.381, -2.621, -5.993], [-1.951, -2.578, -5.557], [-1.117, -2.081, -6.294], [-1.616, -3.137, -4.250], [-2.564, -3.687, -3.483], [-3.987, -3.753, -3.933], [-4.817, -4.279, -3.211], [-2.279, -4.205, -2.274], [-3.670, -2.078, -7.190], [-5.365, -3.213, -5.534], [-0.582, -3.082, -3.933], [-3.128, -4.539, -1.922], [-2.820, -1.750, -7.541], [-0.951, 4.389, -4.489], [-1.477, 3.326, -5.104], [-2.869, 3.347, -5.648], [-3.303, 2.363, -6.218], [-3.659, 4.564, -5.464], [-3.134, 5.626, -4.846], [-1.733, 5.613, -4.326], [-1.288, 6.609, -3.785], [-3.843, 6.757, -4.662], [-0.778, 2.186, -5.264], [0.054, 4.386, -4.093], [-4.671, 4.562, -5.846], [-3.241, 7.369, -4.196], [-1.379, 1.577, -5.735], [-8.795, -3.247, 1.073], [-7.571, -3.766, 1.188], [-6.604, -3.742, 0.050], [-5.489, -4.211, 0.202], [-7.046, -3.155, -1.213], [-8.272, -2.638, -1.330], [-9.229, -2.637, -0.183], [-10.332, -2.139, -0.324], [-8.701, -2.094, -2.486], [-7.149, -4.336, 2.338], [-9.501, -3.256, 1.888], [-6.343, -3.160, -2.034], [-9.613, -1.793, -2.310], [-6.235, -4.631, 2.163], [-8.643, -7.947, -3.412], [-8.485, -9.264, -3.256], [-7.242, -9.837, -2.658], [-7.150, -11.044, -2.517], [-6.178, -8.914, -2.269], [-6.329, -7.594, -2.427], [-7.589, -7.018, -3.002], [-7.704, -5.813, -3.115], [-5.353, -6.734, -2.075], [-9.441, -10.138, -3.629], [-9.539, -7.521, -3.841], [-5.277, -9.344, -1.854], [-5.696, -5.840, -2.282], [-9.087, -11.021, -3.410], [10.672, 7.577, 1.292], [10.778, 6.249, 1.387], [11.984, 5.602, 1.986], [12.030, 4.387, 2.070], [13.070, 6.466, 2.446], [12.966, 7.795, 2.349], [11.747, 8.443, 1.774], [11.687, 9.657, 1.721], [13.953, 8.611, 2.763], [9.803, 5.428, 0.949], [9.803, 8.057, 0.863], [13.944, 5.985, 2.862], [13.635, 9.517, 2.586], [10.125, 4.521, 1.132], [-10.547, -1.388, 7.006], [-9.611, -2.166, 7.556], [-8.574, -2.847, 6.724], [-7.728, -3.533, 7.268], [-8.625, -2.661, 5.274], [-9.563, -1.885, 4.724], [-10.584, -1.183, 5.558], [-11.409, -0.471, 5.016], [-9.631, -1.701, 3.388], [-9.559, -2.372, 8.887], [-11.302, -0.888, 7.598], [-7.879, -3.173, 4.680], [-10.390, -1.102, 3.245], [-8.796, -2.966, 9.030], [-12.279, 0.452, 13.969], [-12.650, 0.750, 12.720], [-12.246, -0.103, 11.562], [-12.621, 0.194, 10.442], [-11.403, -1.267, 11.828], [-11.029, -1.564, 13.076], [-11.456, -0.727, 14.237], [-11.108, -1.043, 15.360], [-10.251, -2.630, 13.344], [-13.406, 1.831, 12.448], [-12.567, 1.059, 14.816], [-11.103, -1.866, 10.978], [-10.126, -2.625, 14.312], [-13.536, 1.822, 11.480]],
  "forces_ev_per_angstrom": [[0.55, 0.07, 0.69], [-2.18, 0.68, -0.96], [0.99, -0.29, 1.03], [0.61, -2.45, -1.88], [-1.70, 2.05, -2.03], [-3.76, 0.17, 3.18], [0.43, -1.17, -1.28], [2.27, 1.18, -0.64], [3.42, -0.76, 1.54], [-0.56, -0.73, -2.89], [0.49, 0.81, 0.64], [0.19, -0.07, 0.51], [-0.32, -0.20, -0.99], [1.24, 0.57, -0.74], [0.51, -0.27, 1.55], [0.19, 0.55, -1.32], [1.11, -1.33, 0.80], [-1.35, -0.75, 0.66], [1.04, 0.70, 0.86], [-0.49, 1.33, -0.91], [-1.61, -0.76, -0.34], [-0.77, -0.38, 2.16], [-0.28, 0.51, -1.74], [0.15, -1.72, -0.48], [1.73, 1.02, -0.31], [-0.74, -0.09, 1.27], [1.67, 0.36, -0.40], [0.51, 2.16, -1.18], [0.31, 0.06, -1.58], [0.02, -1.16, -1.79], [-0.63, -2.40, 0.62], [-0.74, -0.58, 2.55], [0.17, 1.01, 0.89], [-0.39, 0.45, -1.11], [0.93, -0.51, -0.08], [-0.15, -1.13, 0.46], [0.68, 0.87, -0.48], [-0.41, -0.62, 0.64], [-0.58, 1.03, 0.34], [0.09, 1.10, 0.49], [0.50, 0.75, 0.77], [-0.98, 0.25, 0.66], [0.42, -0.61, 0.92], [-0.41, 0.35, -0.75], [-0.99, -0.53, 0.54], [0.07, 0.27, -0.94], [-1.01, 0.57, 0.06], [0.33, 0.33, -1.82], [-0.30, -1.11, -0.34], [-0.24, -0.78, 0.74], [-0.07, 0.19, 1.27], [0.05, 0.92, 0.88], [0.16, -0.22, 0.16], [-0.46, 0.76, 0.38], [0.40, -0.64, -0.16], [-0.09, 0.29, 0.55], [-0.29, 0.26, -0.28], [0.49, -0.78, -0.43], [-0.30, 0.56, 0.41], [0.17, -0.27, -0.24], [-0.47, 0.73, 0.39], [0.44, -0.83, -0.38], [-0.01, -0.01, -0.03], [0.03, 0.01, 0.03], [0.04, -0.07, -0.06], [-0.10, 0.19, 0.09], [-0.15, -0.20, 0.34], [-0.71, 0.22, -0.66], [0.59, -0.13, 0.55], [-0.33, 0.08, -0.22], [0.13, 0.17, -0.36], [0.73, -0.20, 0.74], [-0.39, 0.18, -0.53], [0.29, 0.06, 0.11], [-0.77, 0.16, -0.71], [0.68, -0.21, 0.61], [0.02, 0.00, -0.01], [-0.02, 0.01, 0.06], [0.13, -0.01, 0.14], [-0.09, 0.01, -0.04], [-0.05, 0.31, 0.11], [0.83, -0.40, 0.18], [-0.62, 0.25, -0.13], [0.34, -0.11, 0.10], [0.04, -0.31, -0.11], [-0.86, 0.39, -0.16], [0.67, -0.27, 0.17], [-0.37, 0.10, -0.09], [0.81, -0.37, 0.14], [-0.83, 0.36, -0.21], [-0.04, -0.01, -0.02], [0.02, 0.02, 0.01], [-0.08, 0.01, -0.03], [0.10, -0.03, 0.03], [-0.18, -0.08, -0.32], [-0.28, -0.16, 0.76], [0.19, 0.18, -0.64], [-0.13, -0.10, 0.30], [0.24, -0.05, 0.21], [0.25, 0.15, -0.86], [-0.19, -0.15, 0.55], [0.15, 0.05, -0.28], [-0.24, -0.15, 0.86], [0.26, 0.19, -0.76], [0.05, -0.05, -0.08], [-0.08, -0.03, 0.01], [0.06, 0.00, -0.08], [-0.05, 0.00, 0.07], [0.14, 0.25, 0.04], [-0.87, -0.04, -0.39], [0.71, 0.01, 0.30], [-0.36, 0.02, -0.17], [-0.22, -0.31, -0.07], [1.02, 0.12, 0.44], [-0.54, 0.03, -0.25], [0.31, -0.06, 0.19], [-1.24, -0.21, -0.38], [0.80, 0.04, 0.36], [0.01, -0.01, 0.02], [-0.01, 0.03, 0.00], [0.32, 0.02, 0.00], [-0.07, 0.03, -0.02], [0.14, 0.27, 0.06], [-0.87, 0.09, -0.41], [0.64, -0.02, 0.29], [-0.38, 0.04, -0.10], [-0.15, -0.32, -0.06], [0.89, -0.01, 0.40], [-0.64, 0.08, -0.31], [0.35, -0.08, 0.15], [-0.85, -0.01, -0.38], [0.96, 0.10, 0.40], [0.01, -0.02, 0.02], [-0.01, 0.02, 0.00], [0.08, -0.03, 0.05], [-0.20, -0.01, -0.28], [-0.12, 0.12, -0.22], [-0.47, 0.26, 0.72], [0.32, -0.20, -0.53], [-0.22, 0.12, 0.28], [0.15, -0.12, 0.22], [0.45, -0.25, -0.70], [-0.36, 0.20, 0.53], [0.21, -0.15, -0.28], [-0.49, 0.44, 1.00], [0.42, -0.23, -0.69], [0.02, 0.00, 0.01], [-0.02, 0.01, -0.02], [0.06, -0.02, -0.07], [-0.05, 0.04, 0.06], [0.16, -0.21, 0.18], [-0.44, 0.75, 0.42], [0.33, -0.53, -0.33], [-0.13, 0.28, 0.20], [-0.17, 0.15, -0.23], [0.43, -0.69, -0.42], [-0.29, 0.52, 0.36], [0.16, -0.25, -0.22], [-0.43, 0.69, 0.39], [0.41, -0.71, -0.39], [-0.01, -0.01, -0.03], [0.02, 0.02, 0.01], [0.02, -0.06, -0.07], [-0.04, 0.06, 0.07]],
  "mulliken_charge": [-0.51, 0.21, -1.15, 0.43, -0.42, 0.98, -0.53, -0.60, -0.22, -0.02, -1.24, 0.04, 0.74, -0.18, -0.39, 0.31, -0.27, -0.32, 0.62, -0.21, -0.33, 0.55, -0.25, -0.23, -0.19, -0.35, -0.78, 0.30, 0.27, -0.38, -0.60, -0.61, -0.38, 0.43, 0.02, 0.23, 0.15, 0.17, 0.43, 0.53, 0.39, 0.47, 0.53, -0.55, 0.54, 0.41, 0.35, 0.22, 0.34, 0.37, 0.34, 0.31, -0.72, 0.24, 1.00, -0.72, -0.96, 0.37, 0.90, -0.61, -0.58, -0.62, 0.45, 0.54, 0.34, 0.41, -1.00, 0.36, 1.09, -0.67, -0.84, 0.40, 0.41, -0.18, -0.60, -0.58, 0.51, 0.48, 0.31, 0.34, -0.35, -0.02, 0.81, -0.61, -1.03, 0.36, 0.84, -0.63, -0.57, -0.35, 0.46, 0.43, 0.35, 0.29, -1.03, 0.32, 1.25, -0.68, -0.74, 0.33, 0.88, -0.64, -0.58, -0.55, 0.45, 0.31, 0.35, 0.35, -1.15, 0.39, 0.99, -0.62, -0.80, 0.38, 1.01, -0.48, -0.49, -0.57, 0.44, 0.47, 0.07, 0.35, -0.72, 0.31, 1.09, -0.56, -1.08, 0.36, 0.96, -0.60, -0.57, -0.42, 0.46, 0.43, 0.35, -0.03, -0.95, 0.14, 0.93, -0.62, -0.85, 0.18, 0.94, -0.62, -0.45, -0.47, 0.57, 0.48, 0.33, 0.35, -0.92, 0.39, 1.01, -0.63, -0.92, 0.42, 0.88, -0.61, -0.56, -0.56, 0.41, 0.42, 0.35, 0.35]
}